A molecular structure, C46H40GaN6P2. Source: the OMol25 dataset; level of theory: ωB97M-V/def2-TZVPD.

The geometry in XYZ format:
```
95
Properties=species:S:1:pos:R:3
Ga 0.806 -0.514 0.201
N -0.134 3.335 2.066
C -0.128 2.306 1.248
N 0.663 1.262 1.388
C 1.557 1.235 2.449
N 2.363 0.224 2.609
N 2.209 -0.709 1.625
C 2.963 -1.740 1.618
C 2.775 -2.687 0.520
C 3.509 -3.849 0.409
C 3.263 -4.687 -0.675
C 2.299 -4.323 -1.597
C 1.605 -3.133 -1.414
N 1.835 -2.327 -0.380
C 1.590 2.341 3.385
C 2.460 2.378 4.480
C 2.441 3.463 5.329
C 1.559 4.524 5.101
C 0.693 4.507 4.026
C 0.718 3.411 3.176
H -0.785 4.089 1.889
H -0.830 2.319 0.426
H 3.710 -1.888 2.391
H 4.254 -4.094 1.153
H 3.821 -5.606 -0.792
H 2.077 -4.942 -2.454
H 0.853 -2.819 -2.123
H 3.138 1.553 4.644
H 3.111 3.497 6.176
H 1.554 5.371 5.774
H 0.010 5.329 3.848
C -2.270 -0.488 -0.978
N -1.812 0.902 -1.042
C -0.930 1.195 -2.164
P 0.812 0.602 -1.912
C 1.274 -0.424 -3.316
C 2.633 -0.550 -3.608
C 3.046 -1.400 -4.622
C 2.110 -2.127 -5.346
C 0.756 -2.003 -5.061
C 0.335 -1.155 -4.046
C 1.893 2.033 -1.874
C 1.757 3.029 -2.844
C 2.635 4.100 -2.855
C 3.652 4.176 -1.909
C 3.798 3.182 -0.951
C 2.918 2.110 -0.932
C -2.861 1.874 -0.813
C -3.353 2.687 -1.827
C -4.360 3.604 -1.547
C -4.889 3.701 -0.270
C -4.405 2.879 0.739
C -3.386 1.975 0.473
P -1.377 -1.435 0.333
C -1.523 -3.193 -0.022
C -1.443 -4.098 1.037
C -1.515 -5.460 0.789
C -1.677 -5.925 -0.509
C -1.761 -5.028 -1.567
C -1.676 -3.665 -1.329
C -2.168 -1.132 1.910
C -3.550 -1.323 2.013
C -4.179 -1.139 3.231
C -3.435 -0.776 4.351
C -2.062 -0.607 4.257
C -1.425 -0.784 3.036
H -2.136 -0.997 -1.935
H -3.337 -0.525 -0.754
H -0.844 2.277 -2.263
H -1.300 0.814 -3.123
H 3.368 0.030 -3.062
H 4.098 -1.483 -4.859
H 2.433 -2.777 -6.148
H 0.026 -2.549 -5.643
H -0.727 -1.062 -3.853
H 0.986 2.967 -3.604
H 2.533 4.870 -3.607
H 4.338 5.012 -1.926
H 4.598 3.240 -0.225
H 3.045 1.333 -0.185
H -2.983 2.606 -2.840
H -4.742 4.232 -2.341
H -5.680 4.408 -0.063
H -4.819 2.943 1.737
H -3.004 1.337 1.264
H -1.349 -3.743 2.057
H -1.464 -6.158 1.614
H -1.754 -6.987 -0.696
H -1.908 -5.390 -2.576
H -1.748 -2.987 -2.171
H -4.136 -1.625 1.153
H -5.247 -1.288 3.314
H -3.931 -0.639 5.302
H -1.485 -0.348 5.135
H -0.348 -0.675 2.979
```

Output
HOMO-LUMO gap: 0.2590 hartree
Net charge: +3

Mulliken atomic charge list, values in e, 4 entries: -0.04, 0.31, -0.82, 0.10

A molecular structure, C46H41BrN3O4P2PdSe2. Source: the OMol25 dataset; level of theory: ωB97M-V/def2-TZVPD.

The geometry in XYZ format:
```
100
Properties=species:S:1:pos:R:3
Pd -0.065 -0.373 -0.129
C 2.663 0.850 2.323
N 2.792 -0.364 3.100
C 2.198 -1.520 2.666
P -0.944 -1.316 2.024
C -1.366 -0.330 3.480
C -2.628 -0.445 4.064
C -2.981 0.390 5.114
C -2.089 1.346 5.578
C -0.839 1.474 4.991
C -0.485 0.642 3.941
C -0.700 -3.022 2.538
C -1.263 -3.524 3.711
C -1.114 -4.864 4.030
C -0.402 -5.707 3.186
C 0.173 -5.209 2.025
C 0.027 -3.868 1.700
C 3.439 -0.259 4.360
C 3.854 -1.401 5.049
C 4.486 -1.285 6.275
C 4.726 -0.040 6.839
C 4.318 1.093 6.156
C 3.677 0.991 4.929
P 1.962 0.747 0.617
C 3.406 0.253 -0.365
C 4.311 -0.677 0.140
C 5.368 -1.121 -0.645
C 5.536 -0.631 -1.931
C 4.645 0.309 -2.437
C 3.582 0.743 -1.661
C 1.790 2.536 0.348
C 0.525 3.095 0.550
C 0.347 4.469 0.450
C 1.426 5.287 0.149
C 2.688 4.737 -0.045
C 2.874 3.366 0.058
H 3.645 1.318 2.212
H 2.018 1.574 2.826
H 2.189 -2.367 3.328
H 2.181 -1.716 1.601
H -3.346 -1.160 3.683
H -3.962 0.300 5.562
H -2.374 2.000 6.391
H -0.144 2.223 5.347
H 0.479 0.742 3.474
H -1.800 -2.871 4.385
H -1.553 -5.252 4.940
H -0.289 -6.753 3.440
H 0.734 -5.863 1.370
H 0.476 -3.478 0.795
H 3.713 -2.384 4.627
H 4.801 -2.183 6.790
H 5.227 0.044 7.794
H 4.492 2.075 6.578
H 3.354 1.899 4.440
H 4.197 -1.067 1.144
H 6.063 -1.848 -0.245
H 6.364 -0.973 -2.537
H 4.781 0.705 -3.435
H 2.889 1.471 -2.066
H -0.321 2.460 0.796
H -0.635 4.896 0.608
H 1.288 6.357 0.069
H 3.530 5.377 -0.274
H 3.860 2.945 -0.094
C -3.397 1.502 -3.417
N -2.478 0.448 -3.836
C -1.223 0.284 -3.402
Se -0.243 1.434 -2.309
N -0.749 -0.875 -3.869
C -1.727 -1.511 -4.599
C -1.740 -2.736 -5.264
C -2.925 -3.080 -5.870
C -4.061 -2.240 -5.822
C -4.044 -1.030 -5.170
C -2.841 -0.676 -4.561
H -2.826 2.393 -3.171
H -3.959 1.168 -2.545
H -4.075 1.720 -4.237
H 0.135 -1.275 -3.561
H -0.871 -3.379 -5.287
H -2.994 -4.024 -6.394
H -4.971 -2.562 -6.308
H -4.921 -0.398 -5.126
Br 1.053 -5.651 -4.281
C 0.814 -4.223 -3.068
C 1.794 -3.254 -2.945
C 1.592 -2.195 -2.054
C 0.414 -2.084 -1.321
C -0.542 -3.090 -1.445
C -0.347 -4.160 -2.311
H 2.703 -3.319 -3.528
H 2.369 -1.448 -1.973
H -1.468 -3.039 -0.887
H -1.102 -4.930 -2.407
O -2.510 -1.488 1.359
Se -2.964 -0.188 0.253
O -4.551 0.017 0.365
O -2.003 1.067 0.710
O -2.387 -0.779 -1.166
```

Output
HOMO-LUMO gap (spin up / spin down): 0.2409 / 0.1759 hartree
Net charge: +1
Spin multiplicity: 5
⟨S²⟩: 6.0236

Mulliken atomic charge list, values in e, 4 entries: 1.06, -2.77, 1.56, -1.61